No. 1
ORCA calculation (the ωB97M-V functional and the def2-TZVPD basis) on C33H32F6NO3P2PtS as an isolated structure.

Geometry as XYZ:
```
79
Properties=species:S:1:pos:R:3:forces:R:3
Pt -0.21969 -0.08662 -0.10417 -0.08 -1.56 0.15
O -2.81817 0.33417 -1.41966 -0.35 0.06 -0.25
N -2.41085 -0.17642 -0.20990 0.59 -0.03 -0.11
C -3.26935 -0.91428 0.35537 -0.31 0.20 -0.01
C -3.22543 -1.42441 1.72530 0.11 -0.20 0.34
C -4.49556 -1.67555 2.25586 0.09 0.00 -0.19
C -4.67528 -2.02028 3.58090 0.00 -0.04 0.08
C -3.57269 -2.17074 4.40548 -0.12 -0.01 -0.05
C -2.30534 -1.95183 3.89254 0.05 0.03 -0.05
C -2.10926 -1.56779 2.56748 -0.01 0.06 -0.08
P -0.39008 -1.30472 2.03814 0.29 0.22 0.18
C 0.43518 -0.48856 3.44346 0.04 0.15 0.00
C -0.23640 0.41380 4.26996 -0.05 -0.05 -0.04
C 0.44299 1.06262 5.28825 -0.01 0.05 0.07
C 1.79136 0.81858 5.50334 0.02 -0.01 -0.06
C 2.46923 -0.06260 4.67404 0.06 0.04 0.01
C 1.80091 -0.70013 3.64226 -0.12 -0.06 -0.03
C 0.35416 -2.96655 1.98925 -0.04 0.08 -0.20
C -0.30793 -4.10332 2.43806 0.03 0.05 0.03
C 0.29314 -5.34982 2.32003 -0.03 -0.05 0.02
C 1.55006 -5.46852 1.75187 -0.01 -0.03 -0.02
C 2.20962 -4.33733 1.28903 0.06 0.01 -0.03
C 1.61127 -3.09575 1.39409 -0.12 0.01 -0.04
H -2.45762 1.23774 -1.41394 -0.01 0.09 0.13
H -4.20970 -1.06239 -0.17292 -0.01 0.17 0.02
H -5.35885 -1.56665 1.61155 -0.01 0.04 0.02
H -5.67604 -2.15819 3.96691 0.01 -0.06 0.00
H -3.70002 -2.45794 5.44048 0.03 0.03 0.01
H -1.44326 -2.06428 4.53714 -0.01 -0.01 0.02
H -1.28433 0.62316 4.11200 0.04 0.03 0.03
H -0.08547 1.77452 5.90860 -0.03 -0.03 0.01
H 2.31605 1.32242 6.30476 -0.01 0.00 0.01
H 3.52463 -0.24988 4.82391 0.00 0.00 -0.01
H 2.34381 -1.37333 2.99644 0.07 -0.03 0.04
H -1.29644 -4.02826 2.86955 0.00 -0.03 -0.01
H -0.23111 -6.23163 2.66502 -0.01 0.01 0.01
H 2.00643 -6.44386 1.64408 0.02 0.00 0.03
H 3.17782 -4.43057 0.81419 0.01 0.02 0.01
H 2.08465 -2.22429 0.95828 0.07 -0.02 0.01
C -0.80830 -1.69067 -2.97709 0.05 -0.09 0.28
C -0.45573 -2.71411 -1.89195 -0.09 -0.19 -1.02
C -1.62491 -3.68826 -1.67460 0.23 0.25 0.25
C 0.79496 -3.49430 -2.32961 -0.06 0.20 0.33
O -0.17732 -2.11285 -0.65869 0.03 1.09 0.33
H -0.83571 -2.16142 -3.96031 0.03 -0.01 0.01
H -0.04691 -0.90594 -2.97991 -0.02 0.02 -0.12
H -1.77913 -1.23977 -2.78632 0.01 0.07 -0.01
H -1.81449 -4.26458 -2.57971 -0.03 0.00 0.00
H -2.52267 -3.12831 -1.40697 -0.05 -0.05 -0.04
H -1.37898 -4.36287 -0.85287 -0.03 -0.08 -0.04
H 0.62209 -3.99287 -3.28319 0.00 -0.01 0.00
H 1.05574 -4.23485 -1.57292 0.02 -0.04 -0.01
H 1.62869 -2.79803 -2.43386 0.04 -0.04 -0.05
C 7.46894 2.63118 3.21836 0.15 -0.06 -0.01
C 7.56684 4.08478 3.59514 -0.19 -0.07 0.00
O 8.56459 4.59790 4.01934 -0.02 0.00 0.00
S 6.08990 5.11334 3.50997 0.01 0.11 -0.05
C 4.88995 4.17539 2.58616 0.21 0.07 0.11
C 3.79800 3.62066 3.24479 0.03 -0.01 -0.03
C 2.85749 2.89980 2.53311 -0.07 0.04 -0.08
C 3.00381 2.72767 1.15075 0.12 0.11 0.25
C 4.08408 3.32200 0.48991 -0.04 -0.04 0.00
C 5.01869 4.04626 1.20529 -0.07 0.01 0.00
C 2.06022 1.91791 0.47038 0.03 -0.08 -0.41
C 1.27285 1.18341 -0.10938 -0.36 -0.40 0.45
H 8.43314 2.30907 2.82834 0.00 0.02 0.02
H 6.68268 2.42613 2.50265 -0.05 -0.02 -0.07
H 7.26208 2.06195 4.12676 -0.02 0.04 0.02
H 3.69433 3.75706 4.31317 -0.01 -0.02 0.01
H 1.99280 2.47391 3.02586 0.02 -0.02 0.01
H 4.17807 3.20946 -0.58158 0.00 -0.01 0.00
H 5.85139 4.51483 0.69730 0.01 0.00 0.01
F -1.58178 1.23900 2.00133 -0.19 0.42 -0.24
P -2.10897 2.79394 1.66783 0.02 -0.28 -0.37
F -0.62747 3.31288 1.98662 0.05 0.02 0.07
F -1.66015 2.56203 0.08587 -0.04 -0.16 0.15
F -2.54363 2.94051 3.20019 0.02 -0.01 0.12
F -2.60784 4.25739 1.31169 -0.04 0.14 0.02
F -3.55564 2.16877 1.29281 0.04 -0.06 0.07
```
Positions in Å, forces in eV/Å.

* expectation value of S²: 3.783
* HOMO level (spin up / spin down): -8.2 / -8.6 eV
* total energy: -3356.614639 Ha
* Kohn-Sham gap (spin up / spin down): 0.2705 / 0.2168 Eh
* spin multiplicity: 4
* energy relative to the best compared isomer or geometry (same formula, charge and spin): 60.0 kJ/mol
* net charge: 0


No. 2
ORCA calculation (the ωB97M-V functional and the def2-TZVPD basis) on C33H32N3O3PPbS as an isolated structure.

Geometry as XYZ:
```
74
Properties=species:S:1:pos:R:3:forces:R:3
Pb -1.02524 3.35675 0.41584 -0.51 0.26 0.42
S -2.48869 1.55233 1.69949 0.46 0.53 -0.31
C -3.12709 2.99811 2.46136 0.39 1.92 0.36
C -3.78844 2.94540 3.68139 -1.10 -0.38 0.42
C -4.57529 4.02625 4.11699 1.45 -0.15 -0.85
C -4.42683 5.26323 3.43174 -0.75 -1.20 0.12
C -3.59280 5.33261 2.34219 0.38 -1.23 -0.96
N -2.93928 4.22376 1.86976 -0.10 -0.69 -0.09
H -3.77968 1.97138 4.18748 -0.34 0.53 -0.08
H -5.25404 3.83493 4.94266 0.12 0.50 -0.03
H -5.09055 6.08467 3.60279 -0.07 0.39 0.43
H -3.56941 6.20770 1.67593 0.35 -0.31 0.64
O 0.31351 0.39031 0.09329 1.44 -2.15 -1.48
C 0.74391 -0.62599 -0.44597 -1.56 0.92 1.11
O 0.64352 -1.85318 0.23567 0.65 -0.37 -1.99
C 1.27658 -0.83990 -1.83742 0.70 0.91 -0.74
C 1.67087 0.17475 -2.75021 -0.28 0.37 -0.04
C 2.12039 -0.20569 -4.01569 -0.76 0.71 0.18
C 2.11760 -1.54195 -4.37854 0.82 -0.26 -1.03
C 1.95765 -2.57384 -3.50620 -1.65 0.64 2.55
C 1.45868 -2.16756 -2.22269 0.63 -0.83 -0.17
P 1.08478 -3.16640 -0.78530 -0.16 1.94 1.56
C 2.48041 -3.87365 0.00887 0.67 -0.39 0.12
C 2.55327 -5.23282 0.40929 -0.20 0.95 -0.45
C 3.66940 -5.71336 1.10091 -1.47 -2.45 -0.23
C 4.69421 -4.88037 1.47242 -0.49 0.75 0.08
C 4.60875 -3.57159 1.00765 0.54 1.64 -0.05
C 3.55835 -3.00487 0.26497 0.45 -1.41 0.44
C -0.27205 -4.22889 -0.86491 -0.84 -1.42 -0.70
C -1.09935 -4.42757 0.27248 0.56 -0.33 -0.43
C -1.86554 -5.59112 0.34464 -0.15 0.16 -1.81
C -1.91160 -6.39992 -0.83277 0.01 -0.35 0.56
C -1.19369 -6.17122 -2.02463 -0.24 -0.09 0.34
C -0.30932 -5.08967 -2.00065 -0.66 -0.09 0.83
H 1.56746 1.25934 -2.55509 0.11 -0.88 0.29
H 2.36896 0.53374 -4.79874 -0.18 -0.36 0.76
H 2.29223 -1.79986 -5.40047 0.40 0.02 -0.55
H 2.04865 -3.61725 -3.76630 0.09 0.04 -0.12
H 1.70475 -5.87248 0.15862 0.38 -0.03 0.19
H 3.62249 -6.82571 1.31249 0.40 1.57 0.08
H 5.47765 -5.14936 2.18736 -0.16 -0.13 -0.65
H 5.42575 -2.91279 1.27185 0.04 0.09 -0.02
H 3.58224 -1.96908 -0.09822 0.08 -0.49 0.35
H -1.05189 -3.65976 1.03508 -0.14 -0.30 0.29
H -2.53506 -5.85618 1.17304 0.56 0.31 -0.28
H -2.52086 -7.29693 -0.75204 -0.04 0.16 -0.23
H -1.31348 -6.83510 -2.94125 0.23 0.97 1.51
H 0.33452 -4.94564 -2.84636 0.26 0.27 -0.25
C -4.51166 2.18661 -3.85322 2.81 -0.80 -1.47
N -4.03359 2.65916 -2.56705 0.24 0.76 0.40
C -4.81995 2.29310 -1.39209 -0.34 0.69 0.65
C -2.96637 3.46022 -2.50382 1.17 0.19 -0.84
O -2.48792 4.03086 -1.49285 -0.74 -1.01 -0.42
H -4.10795 2.89759 -4.61148 -0.70 -0.65 0.30
H -5.55783 2.05064 -3.94526 -1.05 0.44 0.28
H -4.05875 1.16992 -4.09487 -0.48 1.10 0.35
H -5.54551 3.10932 -1.12075 0.64 -0.67 -0.34
H -4.14589 2.15604 -0.50371 -0.76 -0.30 -0.90
H -5.41217 1.41610 -1.71526 0.48 0.25 0.78
H -2.37143 3.58558 -3.49304 -1.30 -0.17 1.23
N 0.93836 2.67818 2.44356 -1.49 -0.63 -0.32
C 2.25254 3.12094 2.42145 2.39 1.14 -1.53
C 3.12305 2.61979 1.41921 -0.92 -0.34 0.80
C 4.46902 2.93077 1.43506 0.34 0.15 -1.09
C 4.97577 3.84498 2.36740 2.15 -1.32 -0.48
C 4.12553 4.45240 3.26850 -0.09 -0.34 -0.85
C 2.76007 4.20217 3.16604 -1.16 -0.60 0.62
H 0.76998 1.70940 2.08468 0.47 1.15 0.77
H 0.50858 2.82834 3.34611 -0.20 -0.27 -0.02
H 2.62294 1.99419 0.67630 0.58 -0.22 0.03
H 5.15321 2.51156 0.65089 -0.77 0.41 0.90
H 6.11832 3.90246 2.33025 -1.86 0.50 0.54
H 4.50023 5.08504 4.04270 0.08 0.62 0.12
H 2.05499 4.84909 3.68846 0.16 -0.38 0.42
```
Positions in Å, forces in eV/Å.

* HOMO level: -12.2 eV
* total energy: -2598.616926 Ha
* Kohn-Sham gap: 0.2369 Eh
* energy relative to the best compared isomer or geometry (same formula, charge and spin): 169.9 kJ/mol
* net charge: +2


No. 3
ORCA calculation (the ωB97M-V functional and the def2-TZVPD basis) on C33H32N3O8PS2Zr as an isolated structure.

Geometry as XYZ:
```
80
Properties=species:S:1:pos:R:3:forces:R:3
Zr -0.53621 -0.85377 -0.69348 -0.47 0.07 -0.75
O -5.50034 2.63662 -0.47935 -0.06 0.07 -0.01
C -4.44028 2.12347 -0.68108 -0.06 -0.02 -0.03
C -4.13593 1.05331 -1.74276 0.04 -0.04 -0.22
O -4.89673 0.65064 -2.58244 -0.06 -0.04 -0.02
C -2.73547 0.66489 -1.50137 0.09 0.29 0.39
C -2.22910 1.35362 -0.41388 0.01 0.06 -0.15
O -1.00777 1.11216 0.02799 0.16 -0.39 -0.07
C -3.14032 2.37188 0.07937 0.10 -0.02 0.05
O -2.91598 3.23911 0.89458 -0.04 0.09 0.07
O -1.99057 -0.21439 -2.12123 0.26 -0.18 0.30
C 2.28079 0.24855 2.75032 0.00 -0.01 0.00
C 3.41895 -0.48022 2.44778 0.02 0.02 0.00
C 3.40278 -1.36867 1.38589 -0.09 -0.06 0.18
C 2.22922 -1.54401 0.66544 0.08 0.10 -0.03
N 1.15673 -0.76575 0.91734 -0.29 0.12 -0.23
C 1.17958 0.10321 1.93388 0.04 0.02 -0.04
C 2.07412 -2.54602 -0.40896 0.08 0.11 0.23
C 2.81405 -3.72593 -0.34426 0.05 0.04 -0.33
C 2.64932 -4.67780 -1.33492 0.03 -0.04 0.02
C 1.72912 -4.45863 -2.35183 -0.04 -0.02 -0.04
C 0.95328 -3.30731 -2.36135 0.08 0.09 -0.04
C 1.10818 -2.30791 -1.39673 -0.31 -0.05 0.40
H 2.25630 0.95785 3.56373 0.01 0.00 0.01
H 4.32269 -0.34661 3.02834 0.00 0.00 0.00
H 4.28359 -1.93510 1.12174 0.00 -0.01 0.01
H 0.28887 0.70211 2.06778 -0.02 -0.01 0.00
H 3.49515 -3.90979 0.47719 0.00 0.01 -0.01
H 3.21422 -5.60071 -1.30391 0.00 0.01 0.01
H 1.58448 -5.21234 -3.11628 0.00 0.01 0.00
H 0.18978 -3.21414 -3.12705 -0.02 0.00 0.00
C 0.54794 -0.09026 -4.10510 0.00 0.08 -0.03
P 1.02229 0.61053 -2.48567 -0.20 -0.28 -0.01
C 0.65951 2.37800 -2.71385 0.04 -0.06 0.00
C 2.83383 0.46462 -2.51427 -0.03 0.03 0.09
H 1.26794 0.20263 -4.87100 -0.01 0.04 0.00
H -0.43981 0.27873 -4.37851 -0.03 -0.04 0.03
H 0.51132 -1.17657 -4.05790 0.04 -0.01 0.00
H 1.07653 2.73295 -3.65810 0.00 -0.01 0.00
H 1.08018 2.95203 -1.88909 -0.01 -0.03 -0.03
H -0.42382 2.50738 -2.73064 0.00 0.03 0.01
H 3.23573 0.94762 -3.40628 -0.01 0.01 0.00
H 3.08989 -0.59516 -2.52799 0.02 0.01 0.00
H 3.26196 0.93151 -1.62804 -0.02 0.00 0.01
C -6.70150 -6.52526 1.17701 -0.01 -0.01 0.01
C -5.53789 -5.58212 1.05381 0.00 0.02 -0.01
C -4.22792 -6.05637 1.08151 -0.01 0.01 0.00
C -3.15210 -5.18985 0.99125 0.02 -0.02 0.09
C -3.40142 -3.83195 0.86930 -0.09 0.36 -0.04
C -4.69274 -3.32986 0.82783 -0.05 0.05 0.01
C -5.75566 -4.21097 0.92669 0.04 -0.02 0.00
S -2.03492 -2.75867 0.66309 0.33 -0.54 0.23
O -2.36082 -1.33760 0.91168 0.18 0.16 0.14
O -0.93199 -3.23571 1.45955 -0.23 -0.08 0.01
O -1.69691 -2.76727 -0.79407 0.44 -0.01 -0.30
H -6.39355 -7.55771 1.01705 0.00 0.01 0.00
H -7.48116 -6.28218 0.45474 0.01 0.00 0.00
H -7.14497 -6.45772 2.17271 0.00 0.00 -0.01
H -4.04748 -7.11997 1.17891 -0.01 0.01 -0.01
H -2.13302 -5.55216 1.02528 -0.02 0.00 0.00
H -4.85658 -2.26476 0.72412 0.00 -0.02 0.00
H -6.76896 -3.82926 0.90011 0.00 -0.01 0.00
N 0.06766 3.70471 0.43143 0.22 -0.17 0.29
C 1.34733 3.98853 0.77364 -0.24 -0.02 -0.18
S 2.58774 2.90250 0.45860 -0.02 0.08 0.00
N 1.52274 5.21995 1.31594 0.04 -0.01 0.03
C 2.74896 5.83237 1.68932 0.02 0.00 0.02
C 3.01177 7.12029 1.23938 -0.06 -0.03 -0.01
C 4.17031 7.77232 1.63310 0.02 -0.01 0.01
C 5.07780 7.13315 2.46422 0.02 0.04 -0.01
C 4.81273 5.84617 2.91017 -0.04 -0.04 -0.01
C 3.64793 5.19493 2.53486 0.03 0.03 0.01
H -0.12884 2.72476 0.23069 0.03 0.17 0.01
H -0.70891 4.16600 0.88900 0.04 0.09 -0.04
H 0.72325 5.83346 1.28811 0.00 0.02 -0.01
H 2.30804 7.60575 0.57298 0.01 0.00 0.01
H 4.36599 8.77628 1.27986 0.00 -0.01 0.00
H 5.98767 7.63601 2.76558 -0.02 0.00 0.00
H 5.51392 5.34502 3.56502 0.00 0.00 -0.01
H 3.43753 4.19487 2.88344 -0.02 0.01 0.00
```
Positions in Å, forces in eV/Å.

* HOMO level: -8.3 eV
* total energy: -3227.869549 Ha
* Kohn-Sham gap: 0.2826 Eh
* energy relative to the best compared isomer or geometry (same formula, charge and spin): 109.8 kJ/mol
* net charge: 0